P) Entry from OMol25: a 2-piece molecular cluster, CH4NO2 overall (ωB97M-V with the def2-TZVPD basis set).

```
! wB97M-V def2-TZVPD RIJCOSX def2/J DEFGRID3
* xyz 1 1
C 1.074 -0.069 0.016
N 0.211 -1.143 -0.226
O -1.649 0.848 -0.312
O -0.897 -1.266 -0.002
H 0.281 0.727 0.357
H 1.335 0.552 -0.772
H 1.935 -0.516 0.493
H -2.290 0.865 0.447
*
```

Summary:
HOMO-LUMO gap (spin up / spin down): 6.70 / 6.72 eV

Atom charges from the Löwdin analysis, given in e for atoms 1 to 5: number 1, C, carries 0.07; number 2, N, carries 0.08; number 3, O, carries 0.04; number 4, O, carries 0.30; number 5, H, carries 0.16

Q) Entry from OMol25: a 2-piece molecular cluster, CH4NO2 overall (ωB97M-V with the def2-TZVPD basis set).

```
! wB97M-V def2-TZVPD RIJCOSX def2/J DEFGRID3
* xyz 1 1
C -1.007 -1.392 0.914
N 0.583 0.762 -0.474
O -2.089 -1.727 0.758
O 0.116 -1.223 1.093
H 1.213 0.019 -0.234
H 1.005 1.236 -1.331
H 0.587 1.554 0.165
H -0.408 0.771 -0.891
*
```

Summary:
HOMO-LUMO gap: 12.55 eV

Atom charges from the Löwdin analysis, given in e for atoms 1 to 5: number 1, C, carries -0.42; number 2, N, carries 0.28; number 3, O, carries 0.27; number 4, O, carries 0.19; number 5, H, carries 0.13

Short version: Q), P), most stable first.

P) Entry from OMol25: a 2-piece molecular cluster, CH5NP2 overall (ωB97M-V with the def2-TZVPD basis set).

```
! wB97M-V def2-TZVPD RIJCOSX def2/J DEFGRID3
* xyz 0 1
C 0.105 -0.390 -1.631
N -1.410 -0.588 0.396
P -2.283 -1.787 0.748
P -0.600 0.657 -0.210
H -0.526 -0.524 -2.504
H 0.507 -1.292 -1.194
H 0.943 0.334 -2.009
H 1.295 -1.267 2.824
H 1.322 -1.349 2.111
*
```

Summary:
HOMO-LUMO gap (spin up / spin down): 6.47 / 6.45 eV

Atom charges from the Löwdin analysis, given in e for atoms 1 to 5: number 1, C, carries -0.40; number 2, N, carries -1.01; number 3, P, carries 0.66; number 4, P, carries 0.70; number 5, H, carries 0.01

Q) Entry from OMol25: CH5NP2 as an isolated structure (ωB97M-V with the def2-TZVPD basis set).

```
! wB97M-V def2-TZVPD RIJCOSX def2/J DEFGRID3
* xyz 0 1
C 1.779 -0.312 0.172
N -0.606 0.380 0.281
P 0.089 -0.966 -0.147
P -2.427 0.122 0.044
H 1.707 0.703 0.054
H 2.030 -0.595 1.251
H 2.538 -0.694 -0.401
H -2.654 1.473 -0.020
H -2.455 -0.111 -1.235
*
```

Summary:
HOMO-LUMO gap: 8.65 eV

Atom charges from the Löwdin analysis, given in e for atoms 1 to 5: number 1, C, carries -0.36; number 2, N, carries -0.63; number 3, P, carries 0.71; number 4, P, carries 0.63; number 5, H, carries -0.02

Short version: Q), P), most stable first.

P) Entry from OMol25: a 3-piece molecular cluster, C6H16O2 overall (ωB97M-V with the def2-TZVPD basis set).

```
! wB97M-V def2-TZVPD RIJCOSX def2/J DEFGRID3
* xyz 0 1
C -2.629 1.278 -1.583
C -1.355 0.823 -1.490
C -0.847 0.712 -0.094
C -1.431 -0.527 0.801
C -0.177 -1.442 1.098
C 0.273 -2.492 0.067
H -3.277 1.440 -0.936
H -2.982 1.418 -2.618
H -0.661 0.456 -2.185
H 0.120 0.618 -0.098
H -1.161 1.727 0.369
H -1.502 0.081 1.758
H -2.422 -0.868 0.613
H -0.371 -1.941 2.050
H 0.646 -0.812 1.294
H 1.095 -3.008 0.504
H 0.416 -2.123 -0.853
H -0.580 -3.232 -0.091
O 2.147 0.823 1.708
H 1.699 1.639 1.660
H 1.925 0.229 0.961
O 4.018 1.986 -0.854
H 3.203 1.496 -0.382
H 3.850 1.719 -1.697
*
```

Summary:
HOMO-LUMO gap: 9.75 eV
structure (SMILES): C=CCCCC.O.O

Atom charges from the Löwdin analysis, given in e for atoms 1 to 5: number 1, C, carries 0.03; number 2, C, carries -0.14; number 3, C, carries -0.21; number 4, C, carries -0.11; number 5, C, carries -0.25

Q) Entry from OMol25: a 3-piece molecular cluster, C6H16O2 overall (ωB97M-V with the def2-TZVPD basis set).

```
! wB97M-V def2-TZVPD RIJCOSX def2/J DEFGRID3
* xyz 0 1
C -2.600 1.234 1.260
C -1.081 1.121 1.193
C -0.487 1.204 0.016
C 0.954 1.012 -0.291
C 1.215 -0.169 -1.250
C 0.895 0.174 -2.703
H -2.977 1.751 2.132
H -3.013 0.246 1.072
H -2.936 1.842 0.415
H -0.609 0.732 2.092
H -1.049 1.492 -0.876
H 1.437 1.882 -0.753
H 1.437 0.897 0.692
H 2.273 -0.444 -1.146
H 0.613 -1.050 -0.994
H -0.176 0.352 -2.788
H 1.336 -0.614 -3.317
H 1.441 1.070 -3.022
O 1.368 -0.975 2.393
H 1.339 -0.818 1.461
H 2.152 -1.532 2.503
O -0.480 -3.126 0.234
H -0.753 -3.860 0.803
H -0.298 -2.421 0.870
*
```

Summary:
HOMO-LUMO gap: 9.88 eV
structure (SMILES): C/C=C/CCC.O.O

Atom charges from the Löwdin analysis, given in e for atoms 1 to 5: number 1, C, carries -0.10; number 2, C, carries -0.15; number 3, C, carries -0.15; number 4, C, carries -0.23; number 5, C, carries -0.27

Short version: Q), P), most stable first.

P) Entry from OMol25: BF4H18O9 as an isolated structure (ωB97M-V with the def2-TZVPD basis set).

```
! wB97M-V def2-TZVPD RIJCOSX def2/J DEFGRID3
* xyz -1 1
B 0.320 -0.114 0.164
F 1.102 -0.043 -0.970
F 0.895 -1.138 0.934
F 0.530 1.075 0.759
F -1.006 -0.193 -0.016
O -0.452 -0.410 2.392
H -0.262 -1.329 2.581
H -0.030 -0.247 1.548
O -0.059 2.742 1.010
H 0.479 1.962 0.880
H 0.511 3.471 0.764
O 0.360 0.596 -2.877
H 0.250 0.592 -1.926
H 0.023 -0.255 -3.160
O -0.509 -1.921 -1.185
H 0.446 -1.874 -1.240
H -0.720 -1.533 -0.336
O -2.204 -1.295 -1.881
H -2.504 -2.142 -2.212
H -1.381 -1.489 -1.434
O -2.621 -1.189 1.263
H -1.884 -1.650 1.664
H -2.216 -0.486 0.755
O 2.937 1.042 -0.574
H 3.534 0.358 -0.878
H 2.119 0.582 -0.387
O 2.127 -0.217 2.107
H 1.613 -0.031 1.321
H 2.287 -1.160 2.071
O -1.548 2.264 -0.532
H -1.234 1.369 -0.661
H -0.905 2.662 0.054
*
```

Summary:
HOMO-LUMO gap: 8.88 eV

Atom charges from the Löwdin analysis, given in e for atoms 1 to 5: number 1, B, carries -1.37; number 2, F, carries 0.15; number 3, F, carries 0.09; number 4, F, carries 0.37; number 5, F, carries 0.17

Q) Entry from OMol25: a 10-piece molecular cluster, BF4H18O9 overall (ωB97M-V with the def2-TZVPD basis set).

```
! wB97M-V def2-TZVPD RIJCOSX def2/J DEFGRID3
* xyz -1 1
B -0.282 -0.979 -1.161
F 0.400 -0.149 -0.226
F -1.241 -0.164 -1.739
F 0.642 -1.437 -2.098
F -0.875 -2.000 -0.486
O 2.732 -1.618 0.721
H 2.182 -0.945 0.306
H 2.174 -2.348 1.033
O -3.052 -3.289 1.432
H -2.764 -3.342 0.543
H -2.277 -2.954 1.936
O -0.619 2.820 0.144
H -0.143 2.270 0.818
H -0.747 2.361 -0.672
O 2.658 1.753 0.843
H 3.388 2.248 0.524
H 2.385 1.314 0.031
O -3.435 0.354 -0.379
H -2.694 -0.048 -0.783
H -3.113 0.584 0.521
O 0.541 1.220 2.144
H 0.799 1.387 3.066
H 1.354 1.316 1.615
O -0.773 -2.042 2.175
H -1.186 -1.126 2.340
H -0.828 -2.228 1.256
O 2.715 0.158 -1.719
H 2.593 1.002 -2.158
H 1.983 -0.434 -1.941
O -0.551 2.287 -2.493
H -1.205 2.639 -3.053
H -0.760 1.390 -2.541
*
```

Summary:
HOMO-LUMO gap: 9.90 eV

Atom charges from the Löwdin analysis, given in e for atoms 1 to 5: number 1, B, carries -1.27; number 2, F, carries 0.10; number 3, F, carries 0.13; number 4, F, carries 0.14; number 5, F, carries 0.17

Short version: Q), P), most stable first.

P) Entry from OMol25: a 8-piece molecular cluster, CH17O8 overall (ωB97M-V with the def2-TZVPD basis set).

```
! wB97M-V def2-TZVPD RIJCOSX def2/J DEFGRID3
* xyz -1 1
C -8.127 4.651 27.588
O -7.284 4.924 26.476
H -8.008 5.406 28.377
H -7.872 3.640 27.967
H -9.147 4.578 27.247
O -5.248 4.666 27.967
H -6.073 4.904 27.422
H -5.531 4.618 28.860
O -8.989 4.708 24.479
H -8.386 4.701 25.221
H -9.845 4.819 24.911
O -5.193 5.516 24.907
H -5.765 5.163 25.622
H -4.537 5.984 25.379
O -10.798 2.353 26.882
H -10.048 1.790 27.139
H -11.614 1.865 26.764
O -7.646 7.451 25.638
H -7.726 6.576 26.044
H -6.989 7.295 24.980
O -11.342 4.785 25.905
H -11.217 4.034 26.477
H -10.924 5.502 26.461
O -7.449 2.159 25.611
H -7.341 2.978 26.102
H -7.802 1.589 26.292
*
```

Summary:
HOMO-LUMO gap: 8.00 eV

Atom charges from the Löwdin analysis, given in e for atoms 1 to 5: number 1, C, carries -0.22; number 2, O, carries -0.46; number 3, H, carries 0.08; number 4, H, carries 0.07; number 5, H, carries 0.04

Q) Entry from OMol25: a 8-piece molecular cluster, CH17O8 overall (ωB97M-V with the def2-TZVPD basis set).

```
! wB97M-V def2-TZVPD RIJCOSX def2/J DEFGRID3
* xyz -1 1
C -1.465 -0.158 -0.009
O -0.240 0.360 0.443
H -1.634 -1.184 0.354
H -2.304 0.482 0.285
H -1.436 -0.281 -1.108
O 1.126 -2.157 -0.626
H 0.540 -2.660 -1.203
H 0.608 -1.365 -0.363
O -1.214 1.489 2.799
H -0.919 1.198 1.901
H -0.630 1.007 3.392
O -0.055 -1.866 2.435
H 0.132 -1.310 1.649
H 0.787 -1.875 2.898
O -0.221 -1.099 -3.492
H -0.062 -0.536 -4.257
H -0.781 -0.569 -2.908
O -0.794 3.142 -0.844
H -1.520 3.522 -1.349
H -0.992 2.192 -0.775
O 2.103 0.212 2.097
H 1.359 0.416 1.493
H 2.819 -0.042 1.505
O 1.880 0.603 -1.589
H 1.639 -0.280 -1.896
H 1.275 0.760 -0.830
*
```

Summary:
HOMO-LUMO gap: 8.30 eV

Atom charges from the Löwdin analysis, given in e for atoms 1 to 5: number 1, C, carries -0.28; number 2, O, carries -0.44; number 3, H, carries 0.07; number 4, H, carries 0.07; number 5, H, carries 0.04

Short version: Q), P), most stable first.

P) Entry from OMol25: one molecule with the formula C3H5F2N (ωB97M-V with the def2-TZVPD basis set).

```
! wB97M-V def2-TZVPD RIJCOSX def2/J DEFGRID3
* xyz 0 1
N -0.604 1.592 -0.065
C -0.126 0.466 -0.046
C 1.414 0.353 0.111
F 1.790 -0.991 -0.075
C -0.850 -0.850 -0.051
F -2.225 -0.742 0.005
H -1.612 1.623 -0.156
H 1.527 0.469 1.215
H 1.890 0.831 -0.730
H -0.485 -1.321 0.794
H -0.719 -1.430 -1.002
*
```

Summary:
HOMO-LUMO gap: 11.12 eV
structure (SMILES): N=C(CF)CF

Atom charges from the Löwdin analysis, given in e for atoms 1 to 5: number 1, N, carries 0.17; number 2, C, carries -0.37; number 3, C, carries -0.10; number 4, F, carries -0.10; number 5, C, carries -0.15

Q) Entry from OMol25: one molecule with the formula C3H5F2N (ωB97M-V with the def2-TZVPD basis set).

```
! wB97M-V def2-TZVPD RIJCOSX def2/J DEFGRID3
* xyz 0 1
F -1.889 -0.789 0.473
C -0.894 -0.002 0.081
F -1.471 1.059 -0.618
C 0.262 0.506 0.912
N 1.291 -0.095 -0.017
C 0.153 -0.767 -0.713
H 0.412 0.180 1.915
H 0.229 1.607 0.877
H 1.654 0.626 -0.626
H 0.172 -0.558 -1.828
H 0.081 -1.767 -0.457
*
```

Summary:
HOMO-LUMO gap: 10.92 eV
structure (SMILES): FC1(F)CNC1

Atom charges from the Löwdin analysis, given in e for atoms 1 to 5: number 1, F, carries 0.11; number 2, C, carries -0.52; number 3, F, carries 0.05; number 4, C, carries -0.09; number 5, N, carries -0.01

Short version: Q), P), most stable first.

P) Entry from OMol25: an isolated ion of composition C4H11N2O2 and charge -1 (ωB97M-V with the def2-TZVPD basis set).

```
! wB97M-V def2-TZVPD RIJCOSX def2/J DEFGRID3
* xyz -1 1
O 3.393 -0.012 0.367
C 2.161 0.402 0.297
N 1.235 -0.424 1.262
C 0.299 -1.291 0.608
C -1.147 -0.784 0.508
N -1.228 0.652 0.139
C -1.047 0.910 -1.319
O -2.234 1.468 -1.842
H 2.017 1.458 0.676
H 1.693 0.374 -0.747
H 1.929 -0.935 1.795
H 0.353 -2.318 1.011
H 0.595 -1.454 -0.457
H -1.688 -0.797 1.462
H -1.734 -1.461 -0.113
H -0.487 1.043 0.717
H -0.890 -0.086 -1.710
H -0.290 1.681 -1.474
H -2.931 1.572 -1.180
*
```

Summary:
HOMO-LUMO gap: 6.32 eV
structure (SMILES): [O-]CNCCNCO

Atom charges from the Löwdin analysis, given in e for atoms 1 to 5: number 1, O, carries -0.31; number 2, C, carries -0.58; number 3, N, carries -0.08; number 4, C, carries -0.31; number 5, C, carries -0.25

Q) Entry from OMol25: a 2-piece molecular cluster, C4H11N2O2 overall (ωB97M-V with the def2-TZVPD basis set).

```
! wB97M-V def2-TZVPD RIJCOSX def2/J DEFGRID3
* xyz -1 1
C -0.993 2.251 -0.191
N -0.141 1.235 0.384
C 1.064 1.057 -0.733
O 1.846 2.027 -0.856
H -0.432 3.183 -0.510
H -1.786 2.566 0.521
H -1.513 1.828 -1.047
H 0.317 1.711 1.166
H 0.381 0.889 -1.637
H 1.491 0.031 -0.424
O 2.050 -2.871 0.677
C 1.098 -2.153 0.892
C -0.122 -2.118 -0.061
N -1.156 -1.341 0.610
H 1.001 -1.519 1.806
H 0.340 -1.685 -1.000
H -0.396 -3.189 -0.289
H -0.975 -0.300 0.531
H -2.074 -1.602 0.160
*
```

Summary:
HOMO-LUMO gap: 7.07 eV

Atom charges from the Löwdin analysis, given in e for atoms 1 to 5: number 1, C, carries -0.23; number 2, N, carries -0.16; number 3, C, carries -0.57; number 4, O, carries -0.24; number 5, H, carries 0.08

Short version: P), Q), most stable first.

P) Entry from OMol25: CH3ClN2O2 as an isolated structure (ωB97M-V with the def2-TZVPD basis set).

```
! wB97M-V def2-TZVPD RIJCOSX def2/J DEFGRID3
* xyz 0 1
C 0.711 -0.488 0.097
N -0.421 1.481 -1.201
N -0.421 0.282 -1.212
O 1.380 -0.370 1.140
O -1.178 2.038 -2.174
Cl 0.404 -1.614 3.884
H 0.857 -1.328 2.576
H 0.477 -1.577 -0.380
H -1.810 1.578 -2.729
*
```

Summary:
HOMO-LUMO gap: 9.35 eV

Atom charges from the Löwdin analysis, given in e for atoms 1 to 5: number 1, C, carries -0.06; number 2, N, carries -0.12; number 3, N, carries 0.05; number 4, O, carries -0.04; number 5, O, carries -0.03

Q) Entry from OMol25: a 2-piece molecular cluster, CH3ClN2O2 overall (ωB97M-V with the def2-TZVPD basis set).

```
! wB97M-V def2-TZVPD RIJCOSX def2/J DEFGRID3
* xyz 0 1
C 0.251 0.146 0.499
N -1.322 -0.161 -0.860
N 0.545 1.441 0.162
O 1.281 1.663 -0.792
O 0.108 2.342 0.900
Cl -2.676 0.700 -0.178
H -0.497 0.059 1.247
H 0.833 -0.640 0.087
H -0.849 0.434 -1.647
*
```

Summary:
HOMO-LUMO gap: 8.28 eV

Atom charges from the Löwdin analysis, given in e for atoms 1 to 5: number 1, C, carries 0.06; number 2, N, carries -0.41; number 3, N, carries -0.48; number 4, O, carries 0.05; number 5, O, carries 0.05

Short version: P), Q), most stable first.